1.
Formula: C28H45BaBrN2P2
Source: OMol25
Level of theory: wB97M-V/def2-TZVPD

The geometry in XYZ format:
```
79
Properties=species:S:1:pos:R:3:forces:R:3
N -6.98269 5.34120 -6.35774 0.0 -0.2 0.2
C -6.75324 5.94417 -5.19001 0.3 -0.2 0.1
C -5.80933 5.48821 -4.26271 0.2 -0.4 -0.1
C -5.09343 4.29066 -4.51752 -0.8 0.9 -1.1
C -5.35676 3.65892 -5.76290 -0.2 0.5 0.2
C -6.29631 4.23107 -6.63912 0.5 -0.1 0.6
C -4.13496 3.75155 -3.55911 1.1 -0.7 -0.6
Ba 0.03669 2.66374 -0.22638 0.5 0.0 -0.4
P 5.83185 -0.78219 -1.00897 1.0 -0.3 -0.2
C -3.16290 2.86700 -3.93610 -0.9 1.2 0.0
C -2.35197 2.03725 -3.07697 0.5 0.1 0.5
C -1.26144 1.36932 -3.68256 -0.2 0.5 -0.1
C -0.53079 0.43439 -3.00396 0.5 -1.2 0.3
C -0.98453 -0.05354 -1.73848 -1.9 0.4 0.4
C -1.98030 0.70780 -1.09253 0.3 -0.8 0.4
C -2.57842 1.79327 -1.70143 -0.6 0.9 -1.1
Br 1.49338 0.13029 -0.61351 1.2 0.4 1.0
H -4.18551 4.14131 -2.54044 -0.2 -0.4 -0.1
H -2.93372 2.74806 -5.00732 -0.5 -0.1 0.5
H -5.62202 6.08843 -3.36935 -0.1 -0.3 -0.1
H -4.84886 2.73701 -6.06276 -0.3 0.3 0.2
H -7.35325 6.83137 -4.97489 0.3 -0.2 -0.1
H -6.50849 3.74907 -7.59485 0.1 0.2 0.2
H -1.01843 1.59433 -4.73160 0.0 0.0 0.6
H -3.32907 2.39563 -1.18794 0.0 -0.4 0.0
H 0.38538 0.04210 -3.47264 -0.7 0.0 0.3
H -2.29944 0.41646 -0.08176 0.0 0.2 -0.5
P -0.97796 -1.85683 -1.34383 1.3 -0.4 -1.2
C 5.17293 0.92434 -0.87038 -0.2 -0.2 0.2
C 6.28007 1.91424 -1.22583 -0.2 0.3 0.2
H 4.80780 1.05475 0.15400 0.1 0.1 0.0
H 4.30073 1.01546 -1.53007 0.1 0.2 0.1
H 6.03143 2.90542 -0.84400 0.1 0.1 -0.1
H 7.23131 1.60480 -0.78184 -0.1 0.1 -0.1
H 6.40757 1.99195 -2.30827 0.1 -0.1 0.1
C 5.07520 -1.25900 -2.61262 -0.1 0.1 0.0
C 5.81433 -2.39230 -3.31840 -0.2 0.0 -0.2
H 5.08497 -0.35588 -3.23657 0.0 -0.1 0.1
H 4.02486 -1.50891 -2.42028 -0.1 0.0 -0.2
H 5.47249 -2.45786 -4.35636 0.1 -0.2 0.1
H 6.89250 -2.20516 -3.32890 -0.2 -0.1 0.0
H 5.63132 -3.35677 -2.83610 0.1 0.1 0.0
C 4.85837 -1.77694 0.18828 -0.2 0.1 -0.3
C 5.61929 -2.05071 1.48226 -0.3 -0.1 0.0
H 4.61719 -2.71927 -0.32178 0.0 0.1 0.1
H 3.92064 -1.23634 0.35305 -0.1 -0.2 0.2
H 5.00199 -2.67632 2.13037 0.1 0.0 0.2
H 6.55114 -2.59043 1.28748 -0.1 0.2 0.0
H 5.84985 -1.12546 2.01603 0.1 -0.1 0.0
C -0.62605 -2.81626 0.19056 0.2 0.2 1.3
C -1.46681 -4.12432 0.32406 -0.3 0.1 -0.2
H -0.74003 -2.17001 1.07974 -0.1 -0.3 -0.3
H 0.43859 -3.12324 0.20615 -0.4 0.6 -0.4
H -2.47656 -3.95583 0.74050 0.6 0.0 -0.2
H -1.58594 -4.61369 -0.65522 0.1 0.0 0.4
H -0.94489 -4.84455 0.97815 -0.2 0.5 -0.3
C 0.35901 -2.34932 -2.47848 0.1 -0.3 0.0
C -0.15851 -2.59229 -3.89203 0.1 -0.4 -0.3
H 0.87087 -3.23843 -2.06687 -0.4 0.3 -0.3
H 1.10088 -1.52849 -2.41576 -0.4 -0.6 -0.1
H -0.92264 -3.38436 -3.84014 0.3 0.2 -0.4
H -0.60059 -1.69758 -4.35930 0.1 -0.4 0.2
H 0.67849 -2.92949 -4.52365 -0.4 0.1 0.1
C -2.65291 -2.37195 -1.84908 0.3 -0.1 -0.8
C -3.71222 -1.98737 -0.81387 -0.3 -0.1 0.2
H -2.62074 -3.46154 -2.00385 0.0 0.4 0.0
H -2.89905 -1.92633 -2.82885 0.4 -0.2 0.4
H -4.46756 -1.33705 -1.26808 0.2 -0.1 0.2
H -4.20183 -2.89849 -0.45468 0.0 0.3 0.0
H -3.28508 -1.46895 0.05252 -0.2 -0.1 0.0
C 0.47839 0.31704 5.27744 0.3 0.1 0.0
C -0.64092 0.04580 4.24960 -0.2 -0.6 0.6
C -0.53024 0.83640 3.03629 -0.1 2.2 -2.4
N -0.50888 1.54922 2.10024 -0.1 -2.2 2.8
H 1.46538 0.04547 4.88858 -0.2 0.0 0.0
H 0.29966 -0.27284 6.18192 -0.1 0.1 -0.3
H 0.51519 1.37408 5.56441 -0.1 -0.2 -0.1
H -0.67000 -1.02610 3.97090 0.0 0.5 0.1
H -1.61526 0.28986 4.71228 0.3 -0.1 -0.3
```
Forces are in eV/Å.

Values from the calculation:
DFT total energy: -122046.9558 eV
charge: +2
HOMO energy: -11.492 eV
multiplicity: 1

Per-atom Löwdin charges, elementary charge units:
1 N 0.07
2 C -0.12
3 C -0.01
4 C -0.22
5 C -0.01
6 C -0.12
7 C -0.01
8 Ba 1.66
9 P 0.95
10 C -0.05
11 C -0.22
12 C -0.01
13 C -0.15
14 C -0.53
15 C -0.30
16 C -0.13
17 Br 0.08
18 H 0.12
19 H 0.12
20 H 0.11
21 H 0.11
22 H 0.12
23 H 0.11
24 H 0.14
25 H 0.12
26 H 0.12
27 H 0.10
28 P 1.01
29 C -0.48
30 C -0.18
31 H 0.06
32 H 0.03
33 H 0.06
34 H 0.06
35 H 0.07
36 C -0.46
37 C -0.17
38 H 0.07
39 H 0.05
40 H 0.07
41 H 0.07
42 H 0.07
43 C -0.46
44 C -0.17
45 H 0.07
46 H 0.01
47 H 0.06
48 H 0.07
49 H 0.07
50 C -0.30
51 C -0.11
52 H 0.08
53 H 0.10
54 H 0.08
55 H 0.07
56 H 0.10
57 C -0.36
58 C -0.12
59 H 0.11
60 H 0.00
61 H 0.08
62 H 0.07
63 H 0.10
64 C -0.31
65 C -0.12
66 H 0.09
67 H 0.11
68 H 0.09
69 H 0.09
70 H 0.06
71 C -0.07
72 C -0.20
73 C -0.16
74 N -0.05
75 H 0.09
76 H 0.09
77 H 0.09
78 H 0.13
79 H 0.14

***

2.
Formula: C28H45Br3CaClCsF7NO12P2SSi
Source: OMol25
Level of theory: wB97M-V/def2-TZVPD

The geometry in XYZ format:
```
103
Properties=species:S:1:pos:R:3:forces:R:3
C -4.98051 -6.37079 -0.10516 0.5 0.4 0.3
Si -3.32176 -5.52484 0.10010 -0.5 0.1 -0.9
C -2.06808 -6.65683 0.93728 -0.4 0.9 0.4
C -3.58877 -3.89527 1.00433 0.8 -0.5 0.1
C -2.32194 -3.38649 1.72877 -1.0 -0.2 0.0
C -2.24656 -1.87274 1.84460 1.5 -0.8 0.2
F -3.50909 -1.37259 1.89492 -0.4 0.1 -0.1
F -1.70517 -1.58457 3.06321 0.0 0.2 0.3
C -1.37416 -1.13271 0.76963 -2.0 0.3 -0.1
C -1.33729 -1.87098 -0.56610 0.6 0.0 0.0
C -0.22515 -2.89856 -0.81913 -0.2 0.2 -0.6
F 0.56545 -3.16496 0.29255 0.1 -0.2 0.3
O -0.15329 -0.83963 1.38331 -0.1 0.3 -0.3
C 0.94755 -0.44216 0.63751 1.3 -0.3 0.5
O 2.05591 -0.98179 1.30652 0.4 0.3 0.0
C 1.19664 1.10118 0.57703 0.3 -0.6 0.2
F 0.70077 1.51111 -0.65579 -0.5 0.2 -0.2
C 2.68238 1.43235 0.48287 0.4 0.1 -0.4
C 3.36707 0.83279 -0.75469 -0.3 -0.1 0.3
C 4.74687 0.32768 -0.47070 0.0 0.1 -0.9
F 5.30530 -0.14756 -1.59992 0.1 -0.1 -0.3
F 5.54003 1.33845 -0.06948 0.3 0.3 0.4
F 4.80785 -0.64105 0.42388 0.0 -0.2 0.6
N 0.47730 1.76152 1.63372 0.0 0.4 -1.1
C 1.10118 1.67049 2.93152 -0.2 -0.2 0.7
C 0.00777 1.48223 3.96523 0.4 -0.7 0.0
O -0.65856 2.38515 4.36285 -0.6 1.0 0.4
C -0.04855 3.07393 1.30792 0.1 0.6 1.0
C 0.95932 4.23685 1.18866 -0.3 0.2 -0.5
C 1.06852 4.69220 -0.26567 0.3 0.0 -0.5
C 2.45843 5.25466 -0.58227 -0.6 -0.8 0.0
S 2.82122 5.28836 -2.29402 0.4 1.1 0.4
O 2.02963 6.21649 -3.02650 -0.9 0.2 -0.2
O 4.25204 5.68310 -2.51436 -5.8 -9.7 13.0
O 2.57231 3.85021 -2.85626 0.4 -0.1 0.7
P -2.19655 0.55472 0.36374 1.1 0.4 -0.4
O -2.64218 1.11696 1.81422 -0.6 0.2 -0.2
Cl -3.94524 0.01524 -0.62038 -0.1 -0.1 0.2
C -2.67943 -5.14921 -1.62361 0.2 0.0 -0.1
C -3.25345 -4.14524 -2.40881 0.1 0.0 -0.1
C -2.76448 -3.84848 -3.67548 0.1 0.0 0.0
C -1.69283 -4.55704 -4.20548 -0.2 -0.1 0.7
C -1.12102 -5.57568 -3.45189 0.0 0.2 -0.1
C -1.61060 -5.85883 -2.18294 -0.1 0.1 -0.1
H -4.90481 -7.16527 -0.83576 -0.1 -0.3 -0.1
H -5.67867 -5.62541 -0.47403 -0.2 0.1 -0.1
H -5.34586 -6.74472 0.84369 -0.2 -0.2 0.1
H -1.05458 -6.24997 0.97050 0.2 0.1 0.1
H -2.39203 -6.92701 1.96130 0.1 -0.1 -0.3
H -2.00040 -7.54330 0.33528 -1.5 2.2 -1.3
H -3.93983 -3.18981 0.26027 -0.2 0.2 -0.1
H -4.37413 -4.04511 1.73398 -0.3 0.2 0.1
H -1.41071 -3.81935 1.33809 0.3 0.2 -0.2
H -2.41278 -3.74810 2.74572 0.2 0.0 0.3
H -2.29135 -2.34326 -0.74195 -0.3 -0.1 0.1
H -1.25849 -1.12549 -1.35653 0.1 0.2 -0.2
H -0.64021 -3.82856 -1.18365 -0.1 -0.2 0.1
H 0.43613 -2.53485 -1.59822 0.3 0.1 -0.1
H 0.98175 -0.80395 -0.38773 -0.7 0.0 -0.2
H 2.22017 -1.86987 0.97620 -0.2 -0.2 0.1
H 2.78511 2.50488 0.37475 -0.2 0.3 0.2
H 3.22369 1.16421 1.37738 0.0 -0.2 0.3
H 2.79510 0.03241 -1.20176 -0.1 -0.3 0.0
H 3.48447 1.58814 -1.52014 0.0 0.1 -0.2
H 1.75865 0.81438 3.00790 0.1 -0.3 -0.3
H 1.66930 2.55479 3.23226 0.1 0.2 -0.2
H -0.14165 0.46813 4.36027 -0.1 -0.3 -0.1
H -0.67144 3.04061 0.42640 0.0 -0.3 -0.3
H -0.72908 3.33000 2.11109 -0.1 -0.1 0.3
H 0.56896 5.08562 1.72930 0.0 0.2 0.3
H 1.93325 4.02707 1.61709 0.2 -0.3 0.1
H 0.33206 5.46173 -0.45720 -0.2 0.2 -0.1
H 0.85050 3.88514 -0.95973 0.0 -0.3 0.1
H 2.54141 6.29046 -0.27462 0.3 0.3 0.0
H 3.22848 4.64109 -0.12761 0.3 0.0 0.1
H 2.92977 3.81316 -3.75684 -0.1 -0.3 -0.2
H -3.49948 0.77233 2.09899 0.1 -0.1 0.3
H -4.09567 -3.57815 -2.03834 -0.2 0.1 0.1
H -3.20542 -3.06062 -4.26540 -0.2 0.1 0.0
H -1.30606 -4.32261 -5.17942 0.1 0.0 -0.3
H -0.30159 -6.12942 -3.87782 0.1 -0.2 0.1
H -1.14172 -6.64683 -1.61404 0.2 -0.2 0.0
Cs 4.84222 6.67085 -3.99522 6.3 9.5 -13.6
C -2.84165 7.09779 3.13496 0.1 -0.1 0.0
C -1.94037 7.51696 1.99029 -0.2 -0.2 0.0
O -1.22591 6.39892 1.45069 0.0 0.2 -0.1
H -2.25809 6.62760 3.92635 0.0 0.0 0.0
H -3.36989 7.95606 3.55062 0.0 0.0 0.0
H -3.58051 6.36775 2.79744 -0.1 0.1 0.0
H -1.19147 8.22931 2.33121 0.1 0.0 0.0
H -2.52437 7.98807 1.19382 0.0 0.1 0.0
H -1.87764 5.76419 1.13493 0.0 0.0 0.1
O -1.01403 -8.85275 -4.45256 0.1 -0.6 0.3
P 0.46774 -8.60072 -4.72471 0.0 0.0 -0.4
O 1.06283 -9.74786 -5.53371 -0.4 0.0 -0.3
O 1.18315 -8.52413 -3.38373 -0.3 0.6 0.4
O 0.58093 -7.31437 -5.53599 0.6 0.0 0.2
Ca -1.23297 -8.95801 1.00361 1.7 -3.2 1.3
C 7.22705 8.17155 1.29135 0.1 0.1 0.1
Br 6.12547 8.81531 2.72303 0.0 0.0 0.0
Br 6.15567 7.42489 -0.13410 -0.1 -0.1 -0.1
Br 8.41951 9.52224 0.63459 0.0 0.0 0.0
H 7.83063 7.36616 1.68172 0.0 -0.1 0.0
```
Forces are in eV/Å.

Values from the calculation:
DFT total energy: -353764.3037 eV
charge: 0
HOMO energy: -4.061 eV
multiplicity: 1

These are the Löwdin partial charges, in e, on atoms 1 to 99:
1 C -0.16
2 Si 0.58
3 C -0.34
4 C -0.21
5 C -0.12
6 C -0.48
7 F 0.02
8 F 0.09
9 C -0.47
10 C -0.15
11 C -0.14
12 F -0.04
13 O -0.02
14 C -0.32
15 O 0.04
16 C -0.39
17 F 0.02
18 C -0.06
19 C -0.04
20 C -0.65
21 F 0.13
22 F 0.13
23 F 0.18
24 N -0.07
25 C -0.12
26 C -0.22
27 O 0.07
28 C -0.17
29 C -0.15
30 C -0.20
31 C -0.20
32 S 0.60
33 O -0.29
34 O -1.19
35 O -0.09
36 P 0.69
37 O -0.31
38 Cl 0.29
39 C -0.27
40 C -0.13
41 C -0.09
42 C -0.06
43 C -0.05
44 C -0.09
45 H 0.03
46 H 0.03
47 H 0.03
48 H 0.02
49 H 0.00
50 H -0.21
51 H 0.06
52 H 0.08
53 H 0.10
54 H 0.13
55 H 0.07
56 H 0.10
57 H 0.09
58 H 0.12
59 H 0.14
60 H 0.11
61 H 0.10
62 H 0.12
63 H 0.13
64 H 0.11
65 H 0.12
66 H 0.13
67 H 0.13
68 H 0.09
69 H 0.11
70 H 0.09
71 H 0.10
72 H 0.11
73 H 0.10
74 H 0.13
75 H 0.11
76 H 0.12
77 H 0.06
78 H 0.09
79 H 0.10
80 H 0.11
81 H 0.07
82 H 0.07
83 Cs 1.54
84 C -0.08
85 C -0.30
86 O -0.10
87 H 0.08
88 H 0.08
89 H 0.08
90 H 0.11
91 H 0.11
92 H 0.09
93 O -0.18
94 P -0.15
95 O -0.18
96 O -0.23
97 O -0.24
98 Ca 0.50
99 C -1.64

***

| no. | LUMO (eV) |
| --- | --- |
| 1 | -6.18 |
| 2 | -2.11 |